No. 1
Formula: C5H6N2S
Source: the Open Molecules 2025 dataset
Level of theory: ωB97M-V/def2-TZVPD

Last column: Löwdin charge in e.
Geometry (Å):
1 C 1.799 -0.347 -0.411  -0.228
2 C -0.223 -0.799 1.055  -0.018
3 C -1.479 -0.778 0.801  -0.497
4 C -0.497 0.233 -1.357  -0.406
5 C 0.589 0.323 -0.263  -0.491
6 N 2.698 -1.060 -0.534  0.177
7 N 0.629 1.655 0.344  0.053
8 S -2.163 -0.039 -0.649  0.885
9 H 0.452 -1.181 1.802  0.096
10 H -1.988 -1.628 1.153  0.056
11 H -0.337 1.108 -2.060  0.115
12 H -0.380 -0.690 -1.928  0.073
13 H -0.283 1.774 0.841  0.088
14 H 1.183 1.428 1.207  0.097

Its lowest unoccupied orbital energy is 0.60 eV. The relative energy (zero: lowest compared OMol25 entry of this formula, charge and spin) is 3.2780 eV.



No. 2
Formula: C27H30BF5N4O10S
Source: the Open Molecules 2025 dataset
Level of theory: ωB97M-V/def2-TZVPD

Last column: Löwdin charge in e.
Geometry (Å):
1 N 0.711 2.736 -2.271  0.175
2 B -0.699 2.408 -2.045  -0.629
3 O -1.710 3.260 -2.364  0.172
4 C -1.044 1.020 -1.317  -0.223
5 C -1.786 1.298 -0.008  -0.133
6 C -2.115 -0.043 0.659  -0.303
7 C -2.319 0.058 2.178  -0.130
8 C -1.172 -0.520 3.019  -0.142
9 C 0.244 -0.169 2.518  -0.070
10 C 1.027 -1.401 2.130  -0.450
11 F 1.485 -2.042 3.229  0.134
12 F 0.244 -2.277 1.446  0.101
13 C 2.237 -1.136 1.209  -0.547
14 F 2.999 -2.224 1.095  0.178
15 F 1.795 -0.817 -0.019  0.150
16 F 2.988 -0.133 1.671  0.178
17 C -3.319 -0.635 -0.061  -0.129
18 O -3.333 -0.294 -1.472  -0.216
19 S -1.981 -0.149 -2.282  0.634
20 O -2.356 0.444 -3.523  -0.243
21 O -1.279 -1.401 -2.287  -0.267
22 H 1.188 1.837 -2.302  0.043
23 H 1.101 3.196 -1.450  0.077
24 H -1.517 4.184 -2.178  0.110
25 H -0.129 0.483 -1.061  0.105
26 H -2.717 1.824 -0.236  0.142
27 H -1.172 1.935 0.626  0.085
28 H -1.272 -0.714 0.466  0.121
29 H -2.446 1.113 2.441  0.119
30 H -3.244 -0.438 2.484  0.120
31 H -1.279 -0.136 4.034  0.114
32 H -1.281 -1.601 3.108  0.117
33 H 0.832 0.328 3.289  0.134
34 H 0.228 0.513 1.667  0.105
35 H -3.385 -1.717 0.060  0.124
36 H -4.244 -0.199 0.321  0.138
37 O -0.533 4.507 0.516  0.088
38 N -0.229 4.173 1.646  -0.321
39 O 0.229 3.080 1.925  0.063
40 C -0.428 5.139 2.734  -0.143
41 C -0.980 6.371 2.433  0.004
42 C -1.176 7.273 3.467  -0.058
43 C -0.820 6.932 4.765  -0.062
44 C -0.263 5.690 5.040  -0.059
45 C -0.062 4.777 4.018  0.001
46 H -1.248 6.614 1.416  0.121
47 H -1.608 8.241 3.256  0.111
48 H -0.978 7.640 5.568  0.110
49 H 0.015 5.430 6.052  0.111
50 H 0.370 3.806 4.208  0.118
51 O -3.396 -4.133 1.459  0.057
52 N -3.331 -5.324 1.214  -0.347
53 O -4.222 -6.119 1.429  0.083
54 C -2.082 -5.835 0.618  -0.143
55 C -1.050 -4.946 0.398  0.000
56 C 0.130 -5.420 -0.151  -0.052
57 C 0.253 -6.765 -0.470  -0.067
58 C -0.802 -7.641 -0.244  -0.066
59 C -1.987 -7.179 0.307  -0.004
60 H -1.171 -3.906 0.653  0.097
61 H 0.950 -4.736 -0.327  0.108
62 H 1.176 -7.135 -0.898  0.107
63 H -0.704 -8.688 -0.497  0.107
64 H -2.819 -7.841 0.493  0.119
65 O 6.874 -1.064 -4.067  0.073
66 N 6.239 -0.472 -4.916  -0.354
67 O 6.709 -0.015 -5.938  0.075
68 C 4.791 -0.294 -4.689  -0.147
69 C 4.240 -0.781 -3.518  0.002
70 C 2.882 -0.596 -3.309  -0.059
71 C 2.112 0.057 -4.262  -0.068
72 C 2.685 0.530 -5.434  -0.051
73 C 4.042 0.356 -5.654  -0.001
74 H 4.860 -1.290 -2.796  0.118
75 H 2.405 -0.963 -2.411  0.093
76 H 1.051 0.185 -4.081  0.105
77 H 2.079 1.035 -6.173  0.112
78 H 4.518 0.715 -6.554  0.119

Its lowest unoccupied orbital energy is -1.40 eV. The SMILES is NB(O)[C@H]1C[C@@H](CCCC(F)(F)C(F)(F)F)COS1(=O)=O.O=[N+]([O-])c1ccccc1.O=[N+]([O-])c1ccccc1.O=[N+]([O-])c1ccccc1.



No. 3
Formula: C23H55N3NdOP4S
Source: the Open Molecules 2025 dataset
Level of theory: ωB97M-V/def2-TZVPD

Last column: Löwdin charge in e.
Geometry (Å):
1 Nd -0.944 0.181 -0.305  1.324
2 P 1.999 -1.134 0.063  0.764
3 P 0.516 0.265 -2.833  0.690
4 P -0.965 -1.859 1.902  0.712
5 H -4.933 -1.063 -0.978  0.076
6 C -4.511 -0.870 0.004  -0.123
7 C -4.077 0.309 0.505  -0.133
8 H -4.086 1.217 -0.119  0.067
9 C 2.243 -2.950 -0.235  -0.242
10 C 3.611 -0.671 -0.704  -0.274
11 C 2.593 -0.902 1.792  -0.260
12 C -0.631 1.108 -3.987  -0.268
13 C 2.155 0.955 -3.269  -0.253
14 C 0.720 -1.491 -3.371  -0.253
15 C -2.735 -2.114 2.313  -0.281
16 C -0.476 -1.495 3.622  -0.259
17 C -0.402 -3.596 1.811  -0.262
18 H -4.716 -1.693 0.695  0.064
19 H -4.010 0.344 1.604  0.062
20 H 3.208 -3.241 0.192  0.073
21 H 2.248 -3.110 -1.318  0.039
22 H 1.440 -3.547 0.200  -0.001
23 H 4.429 -0.991 -0.040  0.067
24 H 3.678 0.421 -0.827  0.012
25 H 3.752 -1.164 -1.680  0.061
26 H 3.635 -1.249 1.859  0.067
27 H 2.000 -1.460 2.524  0.014
28 H 2.563 0.167 2.057  0.017
29 H -0.103 1.400 -4.913  0.072
30 H -0.964 2.047 -3.502  0.040
31 H -1.538 0.520 -4.244  0.052
32 H 2.561 0.488 -4.172  0.078
33 H 2.894 0.780 -2.477  -0.007
34 H 2.134 2.040 -3.432  0.058
35 H 0.458 -1.635 -4.427  0.075
36 H 0.088 -2.186 -2.796  0.001
37 H 1.761 -1.817 -3.219  0.046
38 H -2.775 -2.958 3.007  0.074
39 H -3.386 -2.342 1.470  -0.025
40 H -3.127 -1.195 2.767  0.058
41 H -0.964 -2.242 4.266  0.076
42 H -0.843 -0.505 3.915  0.051
43 H 0.603 -1.540 3.786  0.038
44 H -0.876 -4.179 2.618  0.078
45 H 0.687 -3.666 1.952  0.047
46 H -0.661 -4.063 0.851  0.035
47 C -2.430 -3.016 -2.619  -0.638
48 C -1.865 -4.311 -2.692  -0.107
49 C -2.155 -5.077 -3.807  -0.030
50 C -3.093 -4.606 -4.765  -0.018
51 C -3.465 -3.261 -4.792  -0.043
52 C -3.120 -2.446 -3.711  -0.088
53 S -2.293 -2.241 -1.121  0.739
54 H -2.643 -3.030 -0.033  -0.030
55 H -1.243 -4.674 -1.871  0.110
56 H -1.674 -6.044 -3.924  0.124
57 H -3.528 -5.247 -5.533  0.128
58 H -3.993 -2.844 -5.664  0.134
59 H -3.403 -1.413 -3.699  0.096
60 C 0.855 4.432 -0.666  -0.068
61 N 1.534 3.423 0.160  -0.285
62 C 2.912 3.126 -0.276  -0.070
63 P 0.754 2.749 1.419  0.549
64 O -0.116 1.534 1.156  -0.556
65 N 1.855 2.221 2.530  -0.303
66 C 1.278 1.492 3.680  -0.092
67 C 2.836 3.223 2.986  -0.080
68 N -0.278 3.892 1.968  -0.301
69 C -1.548 3.484 2.595  -0.066
70 C 0.304 5.151 2.433  -0.072
71 H 0.400 3.946 -1.542  0.082
72 H 1.591 5.174 -1.017  0.113
73 H 0.070 4.957 -0.098  0.083
74 H 3.516 4.050 -0.236  0.112
75 H 3.372 2.356 0.354  0.077
76 H 2.921 2.779 -1.323  0.070
77 H 0.532 0.773 3.333  0.030
78 H 2.086 0.947 4.188  0.109
79 H 0.805 2.175 4.414  0.109
80 H 2.408 3.899 3.756  0.089
81 H 3.234 3.830 2.148  0.086
82 H 3.670 2.675 3.454  0.109
83 H -1.414 3.202 3.664  0.101
84 H -2.261 4.328 2.535  0.107
85 H -1.987 2.625 2.052  0.060
86 H 0.791 5.064 3.414  0.086
87 H 1.032 5.507 1.693  0.088
88 H -0.501 5.887 2.529  0.108

Its lowest unoccupied orbital energy (alpha / beta) is -9.09 / -8.68 eV. Its spin multiplicity is 4. Its charge is +3.



No. 4
Formula: C7H11CoN2O6S
Source: the Open Molecules 2025 dataset
Level of theory: ωB97M-V/def2-TZVPD

Last column: Löwdin charge in e.
Geometry (Å):
1 Co 0.897 -0.362 0.407  0.542
2 O 1.006 -3.636 2.617  0.214
3 C 0.849 -2.695 1.729  -0.418
4 O 1.515 -1.664 1.719  0.060
5 C -0.204 -2.971 0.703  -0.044
6 O -0.211 -1.914 -0.253  -0.179
7 C -1.553 -1.361 -0.451  -0.041
8 C -1.872 -0.341 0.659  -0.647
9 O -3.007 0.072 0.735  0.085
10 O -0.854 -0.019 1.385  -0.081
11 H 1.687 -3.384 3.265  0.168
12 H 0.004 -3.923 0.211  0.166
13 H -1.163 -3.049 1.222  0.167
14 H -1.529 -0.865 -1.417  0.131
15 H -2.274 -2.175 -0.482  0.141
16 S 2.461 2.137 1.947  0.973
17 C 1.824 1.003 1.200  -0.557
18 C -1.138 2.655 -0.446  -0.012
19 N 0.054 2.773 -1.290  0.063
20 C 0.809 1.737 -1.638  -0.555
21 N 1.869 1.933 -2.446  0.208
22 O 0.554 0.561 -1.236  -0.057
23 H -1.466 3.659 -0.195  0.101
24 H -0.913 2.114 0.468  0.068
25 H -1.941 2.139 -0.970  0.102
26 H 0.255 3.669 -1.701  0.152
27 H 2.011 2.798 -2.939  0.122
28 H 2.329 1.112 -2.803  0.127

Its lowest unoccupied orbital energy (alpha / beta) is -4.08 / -4.18 eV. The relative energy (zero: lowest compared OMol25 entry of this formula, charge and spin) is 0.1800 eV. Its spin multiplicity is 2. Its charge is +1.